Entry 1:
This record from the OMol25 dataset describes C27H28N4O5 in the gas phase. The level of theory is wB97M-V/def2-TZVPD.

Positions of all 64 atoms, in Å:
O (-0.241, -3.600, 0.055)
C (-1.063, -2.719, 0.198)
N (-1.296, -2.037, 1.327)
H (-2.049, -1.357, 1.316)
C (-0.677, -2.294, 2.614)
H (-1.004, -1.492, 3.277)
H (-1.038, -3.253, 3.005)
C (0.856, -2.340, 2.559)
C (1.440, -1.057, 2.043)
C (1.422, 0.098, 2.817)
C (1.955, 1.278, 2.333)
C (2.508, 1.324, 1.064)
C (2.537, 0.179, 0.287)
C (2.011, -1.004, 0.778)
H (2.052, -1.908, 0.185)
H (2.978, 0.202, -0.700)
H (2.913, 2.251, 0.687)
H (1.939, 2.168, 2.944)
H (0.995, 0.067, 3.810)
H (1.216, -2.532, 3.572)
H (1.158, -3.167, 1.916)
C (-1.987, -2.289, -0.965)
N (-1.759, -0.928, -1.432)
C (-2.290, 0.101, -0.755)
O (-2.960, -0.086, 0.261)
C (-1.988, 1.501, -1.240)
H (-1.952, 1.521, -2.329)
C (-0.644, 2.009, -0.695)
C (-0.633, 2.552, 0.732)
O (0.002, 3.547, 1.006)
N (-1.330, 1.811, 1.633)
C (-1.326, 1.920, 3.016)
N (-1.886, 0.876, 3.623)
C (-1.930, 0.863, 4.943)
C (-1.417, 1.877, 5.733)
C (-0.832, 2.964, 5.096)
C (-0.783, 2.999, 3.716)
H (-0.342, 3.822, 3.182)
H (-0.420, 3.780, 5.673)
H (-1.472, 1.821, 6.809)
H (-2.399, -0.009, 5.381)
H (-1.909, 1.036, 1.314)
H (0.104, 1.211, -0.733)
H (-0.284, 2.822, -1.328)
H (-2.793, 2.155, -0.901)
C (-0.958, -0.781, -2.599)
C (0.417, -0.903, -2.496)
C (1.216, -0.779, -3.624)
C (0.621, -0.570, -4.874)
C (-0.761, -0.444, -4.963)
C (-1.550, -0.545, -3.835)
H (-2.622, -0.455, -3.910)
H (-1.195, -0.277, -5.935)
O (1.357, -0.496, -6.023)
C (2.679, -0.968, -5.872)
C (3.296, -0.408, -4.592)
H (4.321, -0.755, -4.458)
O (2.571, -0.855, -3.466)
H (3.280, 0.690, -4.633)
H (3.228, -0.639, -6.755)
H (2.680, -2.065, -5.823)
H (0.884, -1.097, -1.545)
H (-1.819, -2.970, -1.800)
H (-3.025, -2.365, -0.626)

Values from the calculation:
net charge	0
Kohn-Sham gap	9.3	eV
structure (SMILES)	O=C(CN(C(=O)CCC(=O)Nc1ccccn1)c1ccc2c(c1)OCCO2)NCCc1ccccc1
energy relative to the best compared isomer or geometry (same formula, charge and spin)	119.0	kJ/mol
electronic energy	-1640.982890	a.u.
max |F|	0.77	eV/Å

Entry 2:
This record from the OMol25 dataset describes 2 unconnected molecules or ions with the total composition C4H12NO2 at a distorted geometry. The level of theory is wB97M-V/def2-TZVPD.

Positions of all 19 atoms, in Å:
O (1.244, -1.444, 2.262)
C (0.840, -1.989, 1.282)
C (-0.074, -1.414, 0.231)
N (0.167, 0.058, 0.135)
C (-0.321, 0.846, -1.054)
C (0.056, 0.172, -2.354)
H (1.008, -3.095, 1.139)
H (0.046, -1.984, -0.682)
H (-1.168, -1.604, 0.346)
H (1.173, 0.207, 0.292)
H (-0.229, 0.401, 1.014)
H (-0.103, 1.885, -0.851)
H (-1.416, 0.773, -0.955)
H (-0.596, -0.633, -2.706)
H (1.019, -0.356, -2.252)
H (0.098, 0.872, -3.184)
H (-0.237, 2.976, 2.786)
H (-0.957, 1.820, 2.559)
O (-0.551, 2.509, 1.993)

Values from the calculation:
net charge	+1
Kohn-Sham gap	11.1	eV
energy relative to the best compared isomer or geometry (same formula, charge and spin)	202.9	kJ/mol
electronic energy	-364.557937	a.u.
max |F|	2.76	eV/Å

Entry 3:
This record from the OMol25 dataset describes C3H3NO3 in the gas phase at a distorted geometry. The level of theory is wB97M-V/def2-TZVPD.

Positions of all 10 atoms, in Å:
C (-0.976, -0.325, -0.027)
C (-0.457, 1.160, 0.060)
C (1.354, -0.411, 0.029)
H (-0.524, 1.710, 1.023)
H (-0.844, 1.670, -0.739)
H (-0.123, -2.057, -0.031)
N (0.140, -1.115, 0.225)
O (-2.067, -0.815, -0.215)
O (1.014, 0.949, -0.163)
O (2.484, -0.766, -0.161)

Values from the calculation:
net charge	0
Kohn-Sham gap	11.4	eV
structure (SMILES)	O=C1COC(=O)N1
energy relative to the best compared isomer or geometry (same formula, charge and spin)	43.6	kJ/mol
electronic energy	-396.607835	a.u.
max |F|	3.84	eV/Å

Entry 4:
This record from the OMol25 dataset describes C5H5N3 in the gas phase at a distorted geometry. The level of theory is wB97M-V/def2-TZVPD.

Positions of all 13 atoms, in Å:
C (-1.769, 0.869, -0.008)
C (-0.145, -0.957, -0.181)
C (1.216, -1.256, -0.046)
C (1.806, -0.112, 0.234)
C (-0.318, 0.391, -0.221)
H (-2.092, 1.465, -0.855)
H (-1.969, 1.165, 0.971)
H (1.824, -2.226, 0.198)
H (2.947, 0.109, -0.278)
H (1.465, 1.674, -0.301)
N (-2.323, -0.527, 0.180)
N (-1.485, -1.477, 0.072)
N (0.845, 0.882, 0.235)

Values from the calculation:
net charge	0
Kohn-Sham gap	9.4	eV
structure (SMILES)	c1cc2c([nH]1)CN=N2
energy relative to the best compared isomer or geometry (same formula, charge and spin)	386.8	kJ/mol
electronic energy	-357.625296	a.u.
max |F|	7.95	eV/Å

Entry 5:
This record from the OMol25 dataset describes C3H4N2O in the gas phase. The level of theory is wB97M-V/def2-TZVPD.

Positions of all 10 atoms, in Å:
O (-0.897, 0.806, 1.887)
C (-0.337, 0.376, 0.737)
N (0.166, 1.214, -0.149)
N (0.611, 0.407, -1.137)
C (0.397, -0.901, -0.884)
C (-0.225, -0.975, 0.341)
H (-0.896, 1.773, 1.854)
H (1.046, 0.821, -1.944)
H (0.693, -1.672, -1.582)
H (-0.558, -1.850, 0.877)

Values from the calculation:
net charge	0
Kohn-Sham gap	10.0	eV
structure (SMILES)	Oc1cc[nH]n1
energy relative to the best compared isomer or geometry (same formula, charge and spin)	86.8	kJ/mol
electronic energy	-301.454178	a.u.
max |F|	0.30	eV/Å

Entry 6:
This record from the OMol25 dataset describes a molecular structure, C21H27F9NO12S2 at a distorted geometry. The level of theory is wB97M-V/def2-TZVPD.

Positions of all 72 atoms, in Å:
C (-2.340, -0.317, 0.875)
S (-1.293, -1.353, -0.115)
O (-0.218, -0.512, -0.601)
O (-2.092, -1.947, -1.159)
N (-0.758, -2.586, 0.808)
S (0.100, -2.287, 2.079)
O (-0.333, -1.178, 2.898)
O (0.368, -3.522, 2.774)
C (1.845, -1.750, 1.611)
F (2.609, -2.001, 2.713)
F (1.901, -0.418, 1.404)
C (2.542, -2.508, 0.444)
F (1.802, -2.649, -0.660)
F (2.816, -3.757, 0.908)
C (3.914, -1.908, 0.000)
F (4.591, -2.919, -0.614)
F (4.653, -1.544, 1.066)
C (3.863, -0.713, -1.032)
F (4.228, -1.132, -2.240)
F (4.749, 0.221, -0.657)
F (2.689, -0.150, -1.115)
H (-2.793, -0.865, 1.696)
H (-3.072, 0.117, 0.190)
H (-1.718, 0.495, 1.253)
O (-3.171, 1.947, -1.014)
C (-3.415, 3.026, -0.571)
O (-2.735, 3.542, 0.493)
C (-3.302, 4.798, 0.885)
C (-4.030, 5.312, -0.353)
C (-4.479, 4.012, -1.015)
H (-3.978, 4.625, 1.726)
H (-2.496, 5.452, 1.211)
H (-4.843, 5.999, -0.118)
H (-3.326, 5.828, -1.005)
H (-5.446, 3.681, -0.629)
H (-4.511, 4.067, -2.094)
O (10.625, -3.644, 1.938)
C (9.463, -3.795, 1.691)
O (8.495, -3.616, 2.616)
C (7.206, -3.966, 2.071)
C (7.369, -3.849, 0.562)
C (8.838, -4.226, 0.376)
H (6.967, -4.984, 2.386)
H (6.458, -3.290, 2.475)
H (6.671, -4.472, 0.008)
H (7.210, -2.816, 0.255)
H (8.978, -5.302, 0.267)
H (9.314, -3.712, -0.454)
O (-4.400, -2.648, 0.477)
C (-5.050, -3.018, 1.399)
O (-5.992, -2.232, 2.014)
C (-6.523, -2.902, 3.161)
C (-6.268, -4.388, 2.923)
C (-4.971, -4.354, 2.117)
H (-6.002, -2.534, 4.049)
H (-7.580, -2.657, 3.247)
H (-6.210, -4.963, 3.845)
H (-7.071, -4.807, 2.313)
H (-4.087, -4.342, 2.756)
H (-4.886, -5.162, 1.397)
O (-2.813, 4.857, -3.319)
C (-1.960, 5.548, -3.790)
O (-1.428, 6.601, -3.119)
C (-0.496, 7.306, -3.955)
C (-0.064, 6.296, -5.012)
C (-1.323, 5.442, -5.161)
H (-1.008, 8.168, -4.389)
H (0.324, 7.659, -3.335)
H (0.273, 6.763, -5.935)
H (0.750, 5.683, -4.625)
H (-2.019, 5.851, -5.894)
H (-1.114, 4.403, -5.398)

Values from the calculation:
net charge	-1
Kohn-Sham gap	8.0	eV
electronic energy	-3469.317637	a.u.
max |F|	1.21	eV/Å

Entry 7:
This record from the OMol25 dataset describes C13H12N4O5 in the gas phase at a distorted geometry. The level of theory is wB97M-V/def2-TZVPD.

Positions of all 34 atoms, in Å:
O (0.314, -2.232, 2.857)
C (1.216, -2.609, 2.162)
O (2.473, -2.177, 2.294)
H (2.515, -1.462, 2.946)
C (1.107, -3.698, 1.109)
H (0.059, -3.984, 1.020)
C (1.654, -3.206, -0.233)
N (0.930, -2.028, -0.630)
C (0.293, -1.766, -1.780)
C (-0.298, -0.517, -1.646)
C (0.055, -0.108, -0.331)
N (0.793, -1.044, 0.247)
C (-0.292, 1.102, 0.401)
C (-0.376, 2.339, -0.226)
C (-0.711, 3.459, 0.523)
C (-0.962, 3.373, 1.888)
C (-0.862, 2.141, 2.509)
C (-0.528, 1.015, 1.777)
H (-0.451, 0.050, 2.254)
H (-1.048, 2.057, 3.568)
H (-1.224, 4.266, 2.434)
N (-0.791, 4.741, -0.130)
O (-0.570, 4.782, -1.322)
O (-1.072, 5.705, 0.551)
H (-0.160, 2.455, -1.277)
C (-1.146, 0.155, -2.594)
N (-1.251, -0.294, -3.777)
O (-2.122, 0.412, -4.598)
H (-2.067, -0.034, -5.454)
H (-1.698, 1.031, -2.256)
H (0.279, -2.445, -2.608)
H (1.540, -3.968, -1.006)
H (2.714, -2.955, -0.119)
H (1.689, -4.557, 1.445)

Values from the calculation:
net charge	0
Kohn-Sham gap	8.3	eV
structure (SMILES)	O=C(O)CCn1cc(/C=N/O)c(-c2cccc([N+](=O)[O-])c2)n1
electronic energy	-1097.690497	a.u.
max |F|	1.32	eV/Å

Entry 8:
This record from the OMol25 dataset describes 2 unconnected molecules or ions with the total composition C5H9NO. The level of theory is wB97M-V/def2-TZVPD.

Positions of all 16 atoms, in Å:
C (-1.921, -1.103, 0.504)
O (-1.115, -0.358, 1.067)
C (0.445, 0.150, -0.106)
C (-0.027, 1.465, -0.656)
C (1.535, 0.228, 0.920)
C (0.259, -1.044, -0.950)
N (1.202, -1.051, -1.712)
H (-2.569, -0.729, -0.306)
H (-0.712, -1.672, -0.797)
H (-2.156, -2.102, 0.910)
H (-0.166, 2.199, 0.146)
H (-0.959, 1.369, -1.222)
H (0.751, 1.838, -1.330)
H (2.386, 0.769, 0.493)
H (1.864, -0.758, 1.249)
H (1.183, 0.797, 1.789)

Values from the calculation:
net charge	0
Kohn-Sham gap (alpha / beta)	8.0 / 8.0	eV
energy relative to the best compared isomer or geometry (same formula, charge and spin)	505.4	kJ/mol
electronic energy	-325.745065	a.u.
max |F|	0.64	eV/Å

Among the records above, which one has the lowest max |F|? C3H4N2O